1.
Density functional theory data (wB97M-V/def2-TZVPD) for a cluster of 13 separate species, C25H76N14O13 in total in a non-equilibrium geometry.

Structure (XYZ):
```
128
Properties=species:S:1:pos:R:3:forces:R:3
C -0.148937 0.925159 -3.108085 -0.1 0.3 0.3
O -0.608165 0.271796 -2.147035 0.0 0.2 -0.2
N -0.424483 2.231433 -3.273858 -0.3 -0.9 0.1
N 0.709564 0.359238 -3.973442 -0.1 0.2 -0.1
H -1.088156 2.604431 -2.610813 0.0 0.6 -0.3
H -0.179644 2.695209 -4.129282 -0.1 0.4 0.2
H 1.141355 -0.493690 -3.660737 0.1 -0.3 -0.4
H 0.949728 0.862408 -4.807407 0.4 -0.3 -0.1
C 0.778101 2.455335 4.681342 0.1 0.5 1.6
O 0.867319 3.345831 5.527802 -0.2 -0.1 -0.5
N 1.813955 2.115013 3.878580 -0.2 -0.2 -0.2
N -0.335235 1.667837 4.584896 0.5 0.2 -0.6
H 1.677372 1.461625 3.101291 0.4 0.5 0.2
H 2.646042 2.647110 4.058635 0.1 -0.1 -0.3
H -1.118016 1.898638 5.164733 -0.1 -0.2 -0.1
H -0.262083 0.866362 3.987847 -0.6 -0.2 0.1
C -0.109844 -2.276348 4.419449 0.2 0.6 0.4
O -0.710359 -2.619386 3.399044 0.3 -0.2 0.0
N -0.430610 -2.712507 5.668833 -0.4 -0.5 -0.7
N 0.918736 -1.384961 4.427949 -0.6 -0.7 -0.8
H -1.195085 -3.361842 5.731405 0.1 0.1 0.4
H 0.055961 -2.340306 6.457140 -0.2 -0.2 0.4
H 1.279538 -1.081375 5.308271 0.3 0.5 -0.1
H 1.083069 -0.936038 3.533301 0.5 0.3 0.2
C 0.565908 0.201086 0.971745 -1.0 0.4 -0.2
O 1.316512 0.174466 1.969114 -0.3 -0.3 -0.2
N 0.339989 1.296629 0.204234 0.7 -0.6 1.0
N -0.182425 -0.868993 0.607699 0.7 -0.2 0.6
H -0.195879 1.093555 -0.623429 -0.1 0.7 -0.3
H 0.758963 2.188281 0.436314 0.1 -0.1 -0.4
H -0.157664 -1.661069 1.235882 -0.2 -0.2 -0.3
H -0.725582 -0.857821 -0.238603 -0.1 -0.2 0.1
C 4.119251 2.718844 -2.555629 0.5 1.7 0.0
O 4.660568 3.607266 -1.888289 -0.2 -0.9 -0.3
N 4.395114 2.536432 -3.879709 0.5 0.0 -0.4
N 3.138505 1.941925 -2.089533 -0.9 -0.5 0.6
H 3.782815 2.046201 -4.501690 0.1 -0.2 0.1
H 5.195586 3.003032 -4.265007 -0.1 0.2 0.0
H 2.941155 1.944858 -1.102584 0.0 0.0 0.0
H 2.667252 1.274801 -2.671038 0.2 -0.3 0.1
C 4.886910 -0.873052 1.449351 1.6 0.8 -0.9
O 6.070299 -0.850399 1.105167 -0.7 -0.6 0.2
N 4.093093 -1.974790 1.420785 0.0 -0.7 0.3
N 4.245574 0.249260 1.838908 -0.6 -0.3 0.4
H 3.099415 -1.895202 1.544795 0.0 0.0 -0.2
H 4.464443 -2.804603 0.996408 0.0 0.1 0.0
H 4.743436 1.118188 1.860343 0.0 0.0 0.1
H 3.310139 0.109910 2.183108 0.0 0.8 -0.1
C -1.897410 5.102912 -1.965950 -0.5 0.3 0.5
O -1.546147 6.143553 -2.512618 0.2 -0.8 0.1
N -1.105108 4.323601 -1.160627 0.7 0.7 -0.5
N -3.145273 4.585380 -2.064018 -0.9 0.2 -0.8
H -1.523915 3.641679 -0.553531 0.1 -0.1 0.2
H -0.194843 4.722951 -0.975581 -0.3 -0.6 0.2
H -3.494340 3.835880 -1.474639 0.4 0.1 -0.5
H -3.779301 5.073560 -2.675475 0.0 0.0 0.2
C 1.026923 -2.635581 -2.617984 -0.3 -0.3 0.3
C 2.097675 -2.484671 -1.531178 -0.5 -0.8 -0.3
C 3.383326 -3.225397 -1.813088 1.0 -0.5 -0.6
O 2.450965 -1.115561 -1.417719 0.2 0.5 -0.1
H 0.485432 -3.584468 -2.657939 0.7 -0.4 0.2
H 1.467144 -2.461197 -3.601183 -0.1 0.2 -0.1
H 0.201361 -1.961117 -2.378034 0.2 0.4 -0.3
H 1.658141 -2.898250 -0.615829 0.1 0.4 0.3
H 3.700526 -3.217436 -2.861502 -0.4 0.3 -0.2
H 3.363399 -4.289981 -1.570581 -0.4 0.1 0.2
H 4.254332 -2.792345 -1.318252 -0.3 0.1 0.4
H 1.682381 -0.582927 -1.188299 -0.2 -0.2 0.1
C -2.102140 -3.896292 -0.737995 -0.3 -0.5 -0.2
C -1.780906 -5.295938 -1.254788 -0.4 0.4 0.0
C -2.063108 -5.478823 -2.737259 0.1 0.3 -0.7
O -0.402063 -5.549878 -1.114726 0.6 -0.5 0.1
H -1.961070 -3.837804 0.341720 0.2 0.1 0.0
H -3.152514 -3.685623 -0.940820 0.0 0.3 -0.1
H -1.435354 -3.208377 -1.255609 -0.2 0.3 0.1
H -2.356101 -6.022010 -0.665074 -0.1 -0.1 -0.1
H -1.348481 -4.910865 -3.341222 0.4 -0.1 0.3
H -3.000177 -5.085538 -3.138968 -0.4 -0.3 0.7
H -1.960965 -6.526828 -3.017265 0.0 0.0 0.0
H -0.150425 -5.423869 -0.189406 -0.1 0.3 0.0
C -3.694866 2.001013 1.827977 1.1 1.1 0.3
C -4.301965 2.471032 0.517919 -0.3 -0.2 0.4
C -4.646412 3.960632 0.554198 -1.0 -0.2 0.6
O -3.455231 2.165789 -0.610066 -0.5 0.4 0.8
H -4.427035 2.007171 2.634605 -0.1 -0.3 -0.1
H -2.943427 2.742488 2.127752 0.1 -0.1 0.1
H -3.150192 1.059599 1.761938 -0.4 -0.2 -0.1
H -5.242967 1.908955 0.493195 -0.1 0.1 -0.8
H -3.820182 4.646882 0.734775 0.2 -0.2 -0.2
H -5.348050 4.117417 1.379825 0.2 -0.2 0.3
H -5.265007 4.298427 -0.277266 0.4 -0.1 -0.4
H -3.441872 1.198019 -0.714442 0.1 -0.2 -0.2
C -5.510237 -0.515014 -2.230932 0.3 0.8 0.2
C -4.046744 -0.422331 -2.675670 -0.9 -1.4 -0.9
C -3.746378 0.649763 -3.714369 0.3 0.4 -0.3
O -3.211815 -0.418842 -1.531634 0.5 0.8 -0.1
H -5.697413 -1.360690 -1.572763 0.2 -0.2 -0.1
H -6.156541 -0.597061 -3.104187 0.0 0.0 0.0
H -5.781670 0.383790 -1.669425 -0.1 0.1 -0.1
H -3.893307 -1.369684 -3.212784 0.3 -0.1 0.1
H -2.799425 0.488317 -4.236114 0.3 -0.2 0.5
H -3.716360 1.668890 -3.324015 -0.2 0.0 0.1
H -4.430531 0.607910 -4.564627 -0.5 0.0 0.4
H -2.331691 -0.097323 -1.828850 -0.2 -0.4 0.2
C 2.313607 -4.656046 2.950206 1.2 -0.5 0.2
C 1.643872 -5.189728 1.707072 -1.5 0.3 1.0
C 0.893699 -6.490224 2.032623 1.3 -0.4 -0.6
O 0.616790 -4.251076 1.324477 0.5 0.2 -0.6
H 3.141456 -5.315638 3.232089 -0.2 -0.2 0.1
H 1.615467 -4.659955 3.789424 0.0 0.3 0.0
H 2.826292 -3.702284 2.820205 -0.5 0.2 0.0
H 2.353228 -5.288180 0.884913 -0.2 -0.1 -0.1
H 0.018655 -6.315603 2.655405 0.1 0.1 0.1
H 1.594524 -7.165792 2.530435 -0.2 -0.1 0.1
H 0.592412 -6.986904 1.109001 -0.2 0.0 0.0
H 0.215232 -3.946750 2.150946 -0.3 0.2 0.0
C 0.713026 4.956871 1.814577 0.8 -1.2 -0.1
C 1.483360 5.147047 0.514635 0.5 0.4 0.3
C 2.878093 5.769564 0.733069 -1.2 1.4 0.5
O 1.672600 3.902800 -0.156044 -0.4 -0.4 0.1
H 0.506319 5.897720 2.318146 -0.2 0.0 -0.2
H 1.308496 4.343659 2.496884 0.0 0.1 0.1
H -0.180020 4.367954 1.593876 -0.3 0.4 0.2
H 0.782472 5.751869 -0.073703 0.7 0.5 -0.4
H 3.148055 5.603897 1.776160 0.5 -0.3 -0.2
H 2.756472 6.855271 0.660512 0.1 0.0 0.0
H 3.661319 5.507724 0.024931 -0.1 -0.4 0.0
H 2.288426 4.090132 -0.877637 0.1 -0.3 0.0
```
Positions in Å, forces in eV/Å.

Results
LUMO	-0.1	eV
HOMO-LUMO gap	0.3371	hartree
strongest force on any atom	2.003	eV Å⁻¹
HOMO level	-0.340	hartree

Results of the Löwdin charge analysis, in e, for atoms 1 through 6: C -0.63; O -0.06; N 0.22; N 0.20; H 0.08; H 0.12

=====

2.
Density functional theory data (wB97M-V/def2-TZVPD) for a structure of composition C24H24MnN5S2Se.

Structure (XYZ):
```
57
Properties=species:S:1:pos:R:3:forces:R:3
Mn 0.447327 -0.183129 -1.229120 -0.4 -0.4 0.6
S 0.483746 -2.727320 -4.766536 0.0 0.1 0.1
C -1.033284 -1.877277 -4.831991 -0.2 0.1 -0.1
C -2.026491 -1.969062 -5.806391 0.2 0.0 0.2
C -3.148388 -1.182168 -5.644383 0.0 0.1 0.1
C -3.286014 -0.323686 -4.543953 0.0 -0.1 0.0
C -2.303681 -0.230803 -3.577383 0.0 -0.1 -0.1
C -1.166692 -1.020935 -3.733327 0.0 0.0 -0.1
N -0.059317 -1.072527 -2.890631 0.3 0.3 0.4
C 0.860409 -1.930877 -3.326012 0.5 -0.2 0.0
C 2.046775 -2.060175 -2.492971 0.1 -0.1 -0.1
C 3.160326 -2.835121 -2.789419 0.0 -0.1 0.0
C 4.239384 -2.843274 -1.913777 -0.1 0.0 -0.1
C 4.215597 -2.078134 -0.755505 -0.2 0.1 0.1
C 3.105052 -1.287946 -0.446901 0.2 -0.1 -0.1
C 2.028876 -1.290907 -1.316302 -0.5 0.3 -0.2
H -1.922811 -2.623603 -6.659868 0.0 0.0 0.0
H -3.935213 -1.222644 -6.383708 0.0 0.0 0.0
H -4.178981 0.278132 -4.458582 0.0 0.0 0.0
H -2.415133 0.439701 -2.734874 0.0 0.0 0.0
H 3.197200 -3.426452 -3.695921 0.0 0.0 0.0
H 5.106844 -3.445373 -2.142308 0.0 0.0 0.0
H 5.064708 -2.089331 -0.085114 0.0 0.0 0.0
H 3.108372 -0.697475 0.460271 0.0 0.0 -0.1
C 2.974171 3.989850 1.126034 -0.1 -0.1 0.0
N 2.794513 2.757917 1.908443 -0.3 -0.4 -0.2
C 3.404447 2.520148 3.096138 0.0 -0.4 0.4
C 3.035836 1.267223 3.501955 0.4 0.5 0.2
N 2.217033 0.756474 2.546741 -0.3 0.1 -0.4
C 1.586562 -0.561305 2.624070 0.0 0.1 -0.1
C 2.065753 1.667142 1.565547 0.4 0.1 0.4
Se 1.107197 1.634144 -0.027345 -0.3 0.0 -0.9
H 3.432220 4.721370 1.785092 0.0 0.0 -0.1
H 2.002725 4.349290 0.796232 0.1 0.1 -0.1
H 3.625689 3.785585 0.279487 0.0 0.1 0.0
H 4.047403 3.245686 3.560344 0.0 0.0 0.1
H 3.291626 0.716981 4.389160 0.0 0.0 0.1
H 0.909749 -0.573209 3.475563 0.0 -0.1 0.0
H 2.363581 -1.313676 2.748288 -0.1 0.0 0.0
H 1.035239 -0.737724 1.700628 0.1 0.0 0.2
C -4.902024 -0.972424 3.121597 0.0 0.1 0.1
C -3.726261 -0.238456 2.592172 0.1 0.1 0.0
C -3.384823 1.060531 2.904677 0.0 -0.2 -0.1
C -2.260169 1.627415 2.307228 -0.1 0.0 0.2
N -1.506430 0.945252 1.422824 -0.2 -0.3 -0.1
C -1.855513 -0.277334 1.114000 -0.1 0.3 0.4
S -1.019722 -1.306375 -0.032393 0.6 0.2 -0.5
N -2.924987 -0.873050 1.702060 0.0 0.0 -0.2
C -1.850346 3.020246 2.623951 0.0 0.1 0.0
H -5.106529 -0.665118 4.145705 0.0 0.0 0.0
H -4.753197 -2.049725 3.095306 0.0 -0.1 0.0
H -5.775493 -0.725869 2.513657 0.0 0.0 0.0
H -3.982941 1.622630 3.606375 0.0 0.0 0.0
H -3.147841 -1.830401 1.443931 0.0 0.0 0.0
H -1.695804 3.137645 3.696342 0.0 0.0 0.1
H -2.646811 3.713075 2.342970 0.0 0.0 0.0
H -0.943464 3.286444 2.087930 0.0 0.0 0.0
```
Positions in Å, forces in eV/Å.

Results
LUMO (alpha / beta)	-11.3 / -11.1	eV
charge	+3
HOMO-LUMO gap (alpha / beta)	0.1879 / 0.1954	hartree
2S+1	2
strongest force on any atom	0.993	eV Å⁻¹
HOMO level (alpha / beta)	-0.603 / -0.604	hartree
expectation value of S²	0.88

Results of the natural (NBO) charge analysis, in e, for atoms 1 through 6: Mn 0.76; S 0.63; C -0.24; C -0.16; C -0.16; C -0.16

=====

3.
Density functional theory data (wB97M-V/def2-TZVPD) for a structure of composition C3H4O4Tl in a non-equilibrium geometry.

Structure (XYZ):
```
12
Properties=species:S:1:pos:R:3:forces:R:3
C -0.623327 -0.055740 1.091758 0.7 0.4 -0.1
C 0.077779 -1.205012 0.365486 -0.4 -1.0 0.7
O 0.439139 -0.668909 -0.916149 0.3 1.1 -1.7
C 0.060030 0.576857 -1.025996 -1.0 -3.6 5.2
O 0.109454 0.412734 2.128794 0.5 1.6 -0.4
O 0.215311 1.243886 -2.038220 -1.1 2.7 0.6
O -0.524462 1.043247 0.044306 0.0 0.1 -2.0
Tl 0.938721 1.183627 -3.824171 1.5 -0.3 -3.5
H -1.689812 -0.194080 1.300400 0.3 0.1 0.1
H -0.580094 -2.063740 0.203336 0.2 0.1 -0.1
H 0.990906 -1.504522 0.889110 -0.2 0.1 -0.1
H 0.586354 1.231656 1.781348 -0.6 -1.4 1.3
```
Positions in Å, forces in eV/Å.

Results
LUMO (alpha / beta)	-9.9 / -15.1	eV
charge	+2
HOMO-LUMO gap (alpha / beta)	0.3265 / 0.1360	hartree
2S+1	2
strongest force on any atom	6.439	eV Å⁻¹
HOMO level (alpha / beta)	-0.690 / -0.689	hartree
expectation value of S²	0.75

Results of the Löwdin charge analysis, in e, for atoms 1 through 6: C -0.22; C 0.02; O 0.13; C -0.52; O 0.09; O -0.07

=====

4.
Density functional theory data (wB97M-V/def2-TZVPD) for a structure of composition C48H39FNO2S2W in a non-equilibrium geometry.

Structure (XYZ):
```
94
Properties=species:S:1:pos:R:3:forces:R:3
W 0.736583 -1.407817 1.625479 -1.5 1.0 -0.2
C -4.171326 4.699746 4.695551 0.0 0.0 0.0
C -3.517665 3.717643 3.773156 0.0 0.0 0.0
C -2.160498 3.408081 3.907210 0.0 0.0 0.0
C -1.545395 2.489904 3.077470 -0.1 0.0 0.0
C -2.319606 1.864052 2.104093 0.0 0.1 0.0
C -3.677120 2.131819 1.952701 0.0 0.0 0.0
C -4.259991 3.069025 2.786622 0.0 0.0 -0.1
S -1.647051 0.725762 0.961102 -0.2 -0.2 0.3
O -0.360568 0.215127 1.801110 0.4 -0.2 -0.4
C -0.959937 1.660459 -0.352718 0.1 0.2 0.3
C -0.183568 2.810250 -0.065888 -0.1 0.0 -0.1
C 0.328799 3.523669 -1.103622 0.0 0.0 0.0
C 0.095867 3.131897 -2.449213 0.1 0.1 0.0
C 0.629472 3.883085 -3.520709 0.0 0.0 0.0
C 0.414414 3.491898 -4.812070 0.0 0.0 0.0
C -0.336451 2.328745 -5.089548 0.0 0.0 0.0
C -0.866895 1.583630 -4.075943 0.0 0.0 0.0
C -0.675795 1.974353 -2.725937 0.0 -0.1 0.0
C -1.215611 1.225383 -1.637616 0.1 0.0 -0.2
C -1.955718 -0.036724 -1.915588 -0.1 -0.1 0.0
C -3.279930 -0.042804 -2.427295 0.0 0.1 0.0
C -3.992280 1.158906 -2.674346 0.0 0.0 0.0
C -5.265200 1.111921 -3.163098 0.0 0.0 0.0
C -5.889675 -0.128715 -3.427608 0.0 0.0 0.0
C -5.231781 -1.300689 -3.188722 0.0 0.0 0.0
C -3.912421 -1.289562 -2.677659 -0.1 -0.1 0.0
C -3.230712 -2.503404 -2.404919 0.0 0.0 0.0
C -1.963140 -2.507634 -1.900486 -0.1 0.1 -0.1
C -1.349698 -1.251968 -1.688553 0.0 -0.2 0.2
S 0.242808 -1.169768 -0.964755 0.2 0.2 -0.1
O 0.349118 -2.493275 -0.057202 0.2 0.4 0.0
C 1.460173 -1.131913 -2.175710 -0.2 -0.4 -0.4
C 1.250750 -1.762462 -3.408731 0.1 0.1 0.1
C 2.254740 -1.708035 -4.352150 0.0 0.0 0.1
C 3.455589 -1.035646 -4.090952 0.0 0.0 0.0
C 4.538538 -0.985198 -5.120274 0.0 0.0 0.0
C 3.628091 -0.406538 -2.852078 0.0 0.0 0.0
C 2.640789 -0.442101 -1.891063 0.0 0.0 0.1
H -3.450984 5.411571 5.093375 0.0 0.0 0.0
H -4.621487 4.173985 5.540113 0.0 0.0 0.0
H -4.963666 5.248223 4.189386 0.0 0.0 0.0
H -1.577745 3.896778 4.677108 0.0 0.0 0.0
H -0.498813 2.251398 3.201381 0.0 0.0 0.0
H -4.272651 1.621982 1.204738 0.0 0.0 0.0
H -5.313608 3.290920 2.678290 0.0 0.0 0.0
H -0.031473 3.128589 0.955948 0.0 0.0 0.0
H 0.914724 4.414083 -0.914721 0.0 0.0 0.0
H 1.204334 4.773227 -3.301600 0.0 0.0 0.0
H 0.817782 4.074356 -5.629272 0.0 0.0 0.0
H -0.498686 2.034113 -6.117498 0.0 0.0 0.0
H -1.449954 0.702379 -4.307761 0.0 0.0 0.0
H -3.517829 2.113515 -2.485934 0.0 0.0 0.0
H -5.805228 2.028090 -3.359113 0.0 0.0 0.0
H -6.896486 -0.142861 -3.821844 0.0 0.0 0.0
H -5.709324 -2.251113 -3.387775 0.0 0.0 0.0
H -3.737150 -3.439655 -2.601856 0.0 0.0 0.0
H -1.441374 -3.428835 -1.682251 0.0 0.0 0.0
H 0.323192 -2.276048 -3.624473 0.0 0.0 0.0
H 2.113952 -2.188174 -5.311331 0.0 0.0 0.0
H 4.207649 -1.403233 -6.067511 0.0 0.0 0.0
H 5.408177 -1.551653 -4.782119 0.0 0.0 0.0
H 4.866901 0.041298 -5.285732 0.0 0.0 0.0
H 4.546601 0.129226 -2.650822 0.0 0.0 0.0
H 2.779983 0.074354 -0.946421 0.0 0.0 0.0
F -2.036935 -4.940124 5.538024 0.0 0.0 0.0
C -1.408856 -4.084604 4.770970 0.0 -0.1 0.1
C -0.137617 -3.661914 5.167686 0.1 0.1 0.0
C 0.537916 -2.778350 4.364329 -0.2 -0.1 0.0
C -0.060664 -2.324199 3.161707 0.1 -0.4 0.4
C -1.379412 -2.742845 2.825094 0.0 -0.3 0.0
C -2.050220 -3.649167 3.609301 0.1 0.2 0.0
H 0.276694 -4.047771 6.089362 0.0 0.0 0.0
H 1.529072 -2.440345 4.637999 0.0 0.0 0.0
H -1.866357 -2.381030 1.919223 0.0 0.0 0.0
H -3.040078 -4.014333 3.374883 0.0 0.0 0.0
C 2.997529 -3.262833 1.153520 -0.1 -0.2 0.2
C 4.028827 -2.389747 1.794177 0.2 0.0 0.0
C 5.369030 -2.727805 1.870009 -0.1 0.1 0.0
C 6.260943 -1.838005 2.460376 0.0 0.0 0.0
C 5.834808 -0.626139 2.986243 -0.1 0.1 0.0
C 4.496857 -0.249795 2.945117 0.2 -0.1 0.0
C 4.010864 1.046052 3.517826 0.0 0.0 0.0
C 3.629515 -1.158391 2.334872 -0.5 0.2 0.1
N 2.252811 -0.903886 2.252473 0.8 -0.3 -0.2
H 3.207157 -4.327718 1.264173 0.2 0.0 -0.1
H 2.845819 -3.048548 0.094219 0.0 0.0 0.0
H 2.010464 -3.192960 1.686600 0.2 -0.2 0.0
H 5.717677 -3.674974 1.481274 0.0 0.0 0.0
H 7.308598 -2.100055 2.520476 0.0 0.0 0.0
H 6.553608 0.035560 3.451275 0.0 0.0 0.0
H 4.810845 1.550725 4.053589 0.0 0.0 0.0
H 3.185501 0.890996 4.214334 0.0 0.0 0.0
H 3.661074 1.714588 2.728527 0.0 0.0 0.0
```
Positions in Å, forces in eV/Å.

Results
LUMO	-9.7	eV
charge	+3
HOMO-LUMO gap	0.2179	hartree
strongest force on any atom	1.802	eV Å⁻¹
HOMO level	-0.576	hartree

Results of the Löwdin charge analysis, in e, for atoms 1 through 6: W 1.64; C -0.02; C -0.23; C 0.00; C -0.06; C -0.40

=====

- Among the records above, which one has the highest strongest force on any atom?
  C3H4O4Tl

=====

- Which value of strongest force on any atom does entry 1 give?
  2.003 eV Å⁻¹

=====

- The lowest strongest force on any atom belongs to which entry?
  C24H24MnN5S2Se